[1]
The following is a quantum chemistry calculation of one molecule with the formula C7H11ClO2S in a non-equilibrium geometry, from the Open Molecules 2025 dataset.

```
! RIJCOSX wB97M-V def2-TZVPD def2/J DEFGRID3
* xyz 0 3
C 0.87 0.10 -0.61
C -1.19 1.05 0.73
C -0.12 1.26 1.60
C -0.61 -2.12 0.53
C 0.06 1.22 0.02
C -1.11 -2.55 -0.74
C 0.51 2.50 -0.73
O 1.72 -2.28 -0.64
O 1.62 -1.27 1.66
S 1.08 -1.47 0.33
Cl 0.25 2.88 2.51
H 0.32 -0.22 -1.48
H 1.83 0.36 -0.88
H -2.22 1.31 0.61
H 0.39 0.43 2.13
H -1.28 -1.53 1.22
H -0.40 -3.12 -1.24
H -1.27 -1.75 -1.48
H -2.05 -3.15 -0.79
H -0.30 3.08 -1.06
H 0.87 2.21 -1.73
H 1.02 3.07 0.05
*
```

Total energy ... -1281.9467 Eh
Max |F| ... 4.1 eV/Å
LUMO level (spin up / spin down) ... 0.0241 / -0.0585 Eh
<S²> ... 2.009
HOMO-LUMO gap (spin up / spin down) ... 9.4 / 8.6 eV


[2]
The following is a quantum chemistry calculation of one molecule with the formula C16H32N2 in a non-equilibrium geometry, from the Open Molecules 2025 dataset.

```
! RIJCOSX wB97M-V def2-TZVPD def2/J DEFGRID3
* xyz 0 1
C 0.76 1.42 3.14
C 1.92 0.42 2.93
C 2.25 -0.33 4.24
C 1.55 -0.63 1.84
N 0.43 -1.30 1.99
C -0.13 -2.29 1.02
C -1.27 -1.65 0.17
N -0.76 -0.76 -0.91
C -1.44 0.07 -1.66
C -0.57 0.85 -2.64
C -0.86 0.46 -4.08
C -0.66 2.40 -2.47
C -2.96 0.34 -1.65
C -3.44 1.17 -0.49
C -3.83 -0.93 -1.80
C 2.46 -0.75 0.56
C 2.95 0.61 0.06
C 3.68 -1.62 0.84
H 0.54 1.96 2.21
H -0.16 0.87 3.42
H 0.99 2.16 3.91
H 2.80 0.98 2.61
H 3.08 -1.05 4.12
H 1.38 -0.87 4.56
H 2.53 0.38 5.05
H -0.56 -3.14 1.57
H 0.67 -2.68 0.39
H -1.97 -1.15 0.78
H -1.79 -2.50 -0.29
H 0.44 0.58 -2.36
H -1.10 -0.59 -4.25
H -0.04 0.71 -4.74
H -1.76 1.02 -4.36
H -0.05 2.89 -3.20
H -1.69 2.71 -2.64
H -0.33 2.71 -1.48
H -3.21 0.95 -2.53
H -2.96 2.15 -0.49
H -3.17 0.69 0.44
H -4.55 1.28 -0.50
H -3.97 -1.42 -0.83
H -3.35 -1.60 -2.51
H -4.84 -0.61 -2.14
H 1.86 -1.14 -0.30
H 3.65 1.06 0.75
H 3.42 0.46 -0.93
H 2.09 1.26 -0.11
H 4.27 -1.77 -0.07
H 4.28 -1.20 1.62
H 3.40 -2.61 1.21
*
```

Total energy ... -738.3128 Eh
Max |F| ... 2.5 eV/Å
SMILES string ... CC(C)C(=NCCN=C(C(C)C)C(C)C)C(C)C
LUMO level ... 0.0329 Eh
HOMO-LUMO gap ... 9.5 eV
ΔE to the lowest compared entry with this formula, charge and spin ... 0.000 eV


[3]
The following is a quantum chemistry calculation of C11H24ClI2N2P2Y as an isolated structure in a non-equilibrium geometry, from the Open Molecules 2025 dataset.

```
! RIJCOSX wB97M-V def2-TZVPD def2/J DEFGRID3
* xyz 2 1
I 0.85 -5.29 2.54
I 0.39 -5.09 4.94
Y 0.13 -0.55 -0.06
P 2.55 0.21 1.17
C 2.84 -0.95 2.57
C 4.01 -0.06 0.09
H 4.95 0.10 0.59
H 3.75 1.96 2.46
H 3.94 0.63 -0.76
H 2.72 2.61 1.14
H 2.75 -1.98 2.17
H 3.97 -1.08 -0.28
C 2.79 1.85 1.94
H 3.84 -0.79 2.99
H 1.98 2.03 2.65
H 2.06 -0.78 3.30
P -2.04 0.49 -1.90
C -3.46 -0.72 -1.81
C -2.85 2.14 -1.87
H -0.61 0.92 -3.80
H -2.30 0.60 -4.34
H -1.25 -0.76 -3.82
C -1.52 0.31 -3.63
H -2.11 2.92 -1.97
H -3.61 2.27 -2.64
H -4.04 -0.67 -2.72
H -4.02 -0.49 -0.92
H -3.37 2.27 -0.88
H -2.97 -1.71 -1.69
Cl 0.77 1.59 -1.23
N -3.13 -4.37 3.49
C -2.66 -3.22 2.93
C -3.45 -2.42 2.06
C -2.81 -1.34 1.52
N -1.46 -1.31 1.36
C -0.66 -2.00 2.24
C -1.25 -3.00 3.00
H -4.09 -4.63 3.44
H -2.45 -4.92 4.01
H -4.46 -2.67 1.79
H -3.30 -0.44 1.14
H 0.42 -1.81 2.22
H -0.74 -4.05 2.84
*
```

Total energy ... -2319.1546 Eh
Max |F| ... 4.6 eV/Å
LUMO level ... -0.2732 Eh
HOMO-LUMO gap ... 7.0 eV
ΔE to the lowest compared entry with this formula, charge and spin ... 2.346 eV


[4]
The following is a quantum chemistry calculation of C27H52FN6O3RbS6 as an isolated structure in a non-equilibrium geometry, from the Open Molecules 2025 dataset.

```
! RIJCOSX wB97M-V def2-TZVPD def2/J DEFGRID3
* xyz -2 1
Rb 0.08 1.31 -0.64
C -0.44 -2.86 1.22
C -1.15 -1.90 2.17
N -1.42 -0.65 1.49
C -1.66 0.45 2.38
C -0.42 0.87 3.11
C -0.52 1.70 4.23
C 0.63 2.02 4.94
C 1.84 1.48 4.52
C 1.86 0.70 3.37
C 3.17 0.12 2.88
N 3.20 -0.45 1.55
C 3.19 -1.89 1.46
C 1.87 -2.58 1.82
N 0.85 -2.34 0.82
N 0.76 0.41 2.69
H -1.05 -2.97 0.33
H -0.36 -3.86 1.70
H -0.52 -1.70 3.03
H -2.08 -2.38 2.53
H -2.23 -0.81 0.88
H -2.45 0.25 3.14
H -2.00 1.31 1.79
H -1.48 2.08 4.53
H 0.58 2.65 5.82
H 2.75 1.67 5.07
H 3.51 -0.63 3.61
H 3.91 0.94 2.91
H 2.40 -0.08 1.03
H 3.98 -2.28 2.10
H 3.43 -2.14 0.42
H 1.52 -2.18 2.77
H 2.06 -3.67 1.97
H 1.11 -2.81 -0.05
S -3.75 -2.53 -0.17
S -2.73 -2.56 -1.89
S -1.53 -4.31 -2.23
S 0.47 -4.11 -1.95
C 1.27 4.45 1.88
N 2.36 4.62 0.95
C 3.18 5.79 1.07
C 3.90 6.07 -0.24
C 4.65 4.81 -0.64
N 3.73 3.71 -0.71
C 4.12 2.59 -1.54
C 2.72 3.53 0.20
O 2.15 2.46 0.31
H 1.60 3.97 2.81
H 0.50 3.84 1.43
H 0.85 5.43 2.11
H 3.91 5.68 1.89
H 2.52 6.64 1.34
H 4.58 6.92 -0.12
H 3.16 6.30 -1.00
H 5.46 4.61 0.09
H 5.11 4.95 -1.62
H 4.43 2.96 -2.52
H 3.25 1.94 -1.66
H 4.93 2.01 -1.09
C 3.56 -0.09 -4.94
C 2.98 -1.49 -4.74
C 2.73 -1.82 -3.28
S 1.32 -0.92 -2.45
O 1.57 0.52 -2.69
C -0.01 -1.42 -3.61
C -0.40 -0.38 -4.64
C -1.51 0.56 -4.15
H 3.66 0.14 -6.00
H 4.55 -0.01 -4.49
H 2.91 0.64 -4.48
H 3.67 -2.23 -5.16
H 2.04 -1.57 -5.30
H 3.60 -1.59 -2.68
H 2.45 -2.86 -3.14
H -0.85 -1.63 -2.95
H 0.31 -2.36 -4.06
H -0.76 -0.90 -5.54
H 0.47 0.22 -4.91
H -2.34 -0.02 -3.75
H -1.87 1.16 -4.98
H -1.13 1.22 -3.38
O -1.54 3.20 0.78
S -2.36 3.26 -0.45
C -2.44 5.04 -0.95
C -3.59 5.72 -0.23
C -4.72 4.70 -0.22
C -4.10 3.44 0.33
H -2.59 5.02 -2.02
H -1.46 5.45 -0.73
H -3.87 6.66 -0.72
H -3.30 5.95 0.80
H -5.06 4.53 -1.25
H -5.58 5.05 0.37
H -4.66 2.54 0.10
H -3.95 3.51 1.41
F -0.69 3.35 -1.72
*
```

Total energy ... -4127.4049 Eh
Max |F| ... 2.8 eV/Å
LUMO level ... 0.1245 Eh
HOMO-LUMO gap ... 3.7 eV


[5]
The following is a quantum chemistry calculation of a 10-piece molecular cluster, C5H26O10 overall in a non-equilibrium geometry, from the Open Molecules 2025 dataset.

```
! RIJCOSX wB97M-V def2-TZVPD def2/J DEFGRID3
* xyz 1 2
C -0.91 1.88 0.30
C -0.95 3.11 -0.25
C 0.53 -1.68 0.39
O -0.29 -2.88 0.51
C -0.35 -0.49 0.47
C -0.03 0.74 -0.02
H -1.79 1.60 1.03
H -0.38 3.49 -0.93
H -1.87 3.76 0.05
H 1.31 -1.62 1.25
H 1.07 -1.72 -0.56
H -0.80 -2.62 1.36
H -1.32 -0.61 1.04
H 0.87 0.98 -0.74
H 3.92 -0.43 -0.07
H 3.69 -0.73 -1.51
O 4.14 -0.22 -0.90
H 1.75 1.52 -1.51
H 3.17 1.30 -0.87
O 2.43 1.90 -0.93
H -0.96 -2.68 -2.32
H -1.87 -3.46 -1.34
O -1.86 -2.80 -2.19
H -3.59 -0.45 0.24
H -3.33 -1.86 0.21
O -3.39 -1.16 0.84
H 2.10 1.60 0.84
H 1.46 2.82 1.55
O 1.93 2.01 1.76
H 1.44 -1.74 -3.55
H 1.48 -0.66 -2.54
O 1.29 -1.62 -2.61
H 0.00 0.55 3.87
H 0.60 1.16 2.42
O -0.02 0.65 3.03
H -0.69 1.26 -2.45
H -0.52 -0.17 -2.70
O -0.11 0.68 -2.84
H -2.01 0.42 3.07
H -3.11 -0.16 2.36
O -2.90 0.58 2.89
*
```

Total energy ... -958.0275 Eh
Max |F| ... 10.1 eV/Å
LUMO level (spin up / spin down) ... -0.1746 / -0.2949 Eh
<S²> ... 0.780
HOMO-LUMO gap (spin up / spin down) ... 9.3 / 6.0 eV
ΔE to the lowest compared entry with this formula, charge and spin ... 0.000 eV


[6]
The following is a quantum chemistry calculation of C5H6O2 as an isolated structure in a non-equilibrium geometry, from the Open Molecules 2025 dataset.

```
! RIJCOSX wB97M-V def2-TZVPD def2/J DEFGRID3
* xyz 0 1
O 2.11 1.59 -1.41
C 1.95 0.87 -0.46
C 0.77 -0.05 -0.30
O 0.67 -0.67 0.96
C -0.68 -0.98 0.80
C -1.59 0.16 0.57
C -0.69 0.07 -0.60
H 2.74 0.72 0.32
H 0.85 -0.84 -1.05
H -0.94 -1.90 1.33
H -2.55 -0.28 0.27
H -1.68 1.03 1.20
H -0.95 0.31 -1.63
*
```

Total energy ... -344.4439 Eh
Max |F| ... 1.4 eV/Å
LUMO level ... 0.0301 Eh
HOMO-LUMO gap ... 9.7 eV
ΔE to the lowest compared entry with this formula, charge and spin ... 4.300 eV


[7]
The following is a quantum chemistry calculation of C15H27N5O6Rh as an isolated structure in a non-equilibrium geometry, from the Open Molecules 2025 dataset.

```
! RIJCOSX wB97M-V def2-TZVPD def2/J DEFGRID3
* xyz 1 5
O 0.22 -1.55 -4.11
H -0.43 -2.08 -4.75
Rh -0.24 -0.08 -0.74
N 1.22 -1.12 -1.49
N -0.83 -1.90 -0.30
N 0.52 1.75 -0.79
N -1.44 0.91 0.52
O 2.30 -0.60 -1.81
O 1.59 2.10 -1.54
O -2.43 0.32 1.26
O -1.82 -2.20 0.46
C -0.20 -2.88 -0.99
C 0.97 -2.45 -1.63
C -0.12 2.72 -0.12
C -1.24 2.23 0.66
C 1.94 -3.28 -2.36
H 2.06 -2.91 -3.39
H 1.54 -4.30 -2.37
H 2.90 -3.29 -1.83
C -0.78 -4.24 -1.01
H -1.76 -4.27 -1.48
H -0.87 -4.60 0.03
H -0.10 -4.89 -1.56
C 0.45 4.11 -0.01
C -2.02 3.05 1.64
H 1.15 4.36 -0.82
H 1.00 4.23 0.94
H -0.36 4.85 0.01
H -2.59 2.42 2.33
H -2.72 3.72 1.12
H -1.34 3.69 2.22
H 2.01 1.21 -1.82
H -2.35 -0.65 1.00
C -1.43 0.05 -2.29
H -0.89 -0.42 -3.13
H -1.67 1.12 -2.46
H -2.30 -0.55 -1.99
O 1.85 0.59 -4.33
H 1.59 -0.33 -4.61
H 0.98 1.05 -4.31
N 1.18 -0.33 1.21
C 0.69 0.07 2.48
C 1.15 1.25 3.05
C 0.63 1.63 4.28
C -0.32 0.82 4.92
C -0.80 -0.34 4.30
C -0.29 -0.72 3.07
H 2.04 0.14 0.92
H 1.38 -1.32 1.14
H 1.91 1.84 2.52
H 0.98 2.55 4.75
H -0.71 1.10 5.91
H -1.57 -0.96 4.76
H -0.62 -1.62 2.56
*
```

Total energy ... -1422.9418 Eh
Max |F| ... 3.5 eV/Å
LUMO level (spin up / spin down) ... -0.1563 / -0.2343 Eh
<S²> ... 6.030
HOMO-LUMO gap (spin up / spin down) ... 5.3 / 5.3 eV
ΔE to the lowest compared entry with this formula, charge and spin ... 0.285 eV


[8]
The following is a quantum chemistry calculation of a 2-piece molecular cluster, C5H11O2 overall in a non-equilibrium geometry, from the Open Molecules 2025 dataset.

```
! RIJCOSX wB97M-V def2-TZVPD def2/J DEFGRID3
* xyz -1 1
C 1.37 2.31 -0.88
C -0.05 2.55 -1.54
O -0.64 3.55 -1.06
O -0.36 1.76 -2.44
H 1.66 1.30 -1.13
H 1.37 2.58 0.17
H 2.09 3.02 -1.31
C -0.88 -1.68 1.22
C -0.04 -0.36 1.10
C -0.67 -2.62 0.02
H -0.49 -2.21 2.10
H -1.92 -1.43 1.31
H 0.64 -0.50 0.28
H 0.43 -0.13 2.06
H -0.16 -2.15 -0.82
H -0.05 -3.47 0.31
H -0.71 0.49 0.98
H -1.60 -3.00 -0.38
*
```

Total energy ... -347.6280 Eh
Max |F| ... 1.8 eV/Å
LUMO level ... 0.1360 Eh
HOMO-LUMO gap ... 7.4 eV
ΔE to the lowest compared entry with this formula, charge and spin ... 0.589 eV


[9]
The following is a quantum chemistry calculation of a 2-piece molecular cluster, C5H13N overall in a non-equilibrium geometry, from the Open Molecules 2025 dataset.

```
! RIJCOSX wB97M-V def2-TZVPD def2/J DEFGRID3
* xyz 1 2
C 1.82 -2.14 -1.69
C 2.92 -1.30 -1.12
C 3.35 -0.15 -1.63
H 1.76 -2.12 -2.78
H 0.85 -1.78 -1.34
H 1.88 -3.16 -1.33
H 3.28 -1.59 -0.14
H 4.13 0.43 -1.18
H 2.85 0.31 -2.47
C -1.95 1.23 2.57
N -1.97 1.64 1.19
C -2.84 0.99 0.26
H -2.97 1.08 2.90
H -1.58 2.07 3.16
H -1.36 0.32 2.74
H -1.01 1.69 0.83
H -3.81 0.93 0.74
H -2.86 1.58 -0.66
H -2.51 -0.02 -0.04
*
```

Total energy ... -252.6858 Eh
Max |F| ... 3.5 eV/Å
LUMO level (spin up / spin down) ... -0.1326 / -0.3146 Eh
<S²> ... 0.754
HOMO-LUMO gap (spin up / spin down) ... 8.3 / 3.3 eV
ΔE to the lowest compared entry with this formula, charge and spin ... 1.830 eV


Which value of max |F| does entry 7 give?
3.5 eV/Å